A:
Density functional theory data (ωB97M-V with the def2-TZVPD basis set) for a cluster of 8 separate species, C51H124N8O15 in total.

Gap between HOMO and LUMO, eV: 8.7136
Structure (SMILES): CC1(C)CCCC(C)(C)N1O.COCCNCCOC.COCCNCCOC.COCCNCCOC.COCCNCCOC.COCCNCCOC.COCCNCCOC.COCCNCCOC

XYZ file:
```
198
C51H124N8O15 | the Open Molecules 2025 dataset | ωB97M-V with the def2-TZVPD basis set
C -22.759 -6.923 -7.341
C -21.506 -7.625 -6.815
C -20.862 -6.962 -5.557
C -21.823 -9.087 -6.338
C -22.080 -10.216 -7.427
C -20.961 -10.181 -8.478
C -20.594 -8.773 -8.963
C -19.236 -8.924 -9.732
C -21.659 -8.358 -10.031
N -20.465 -7.777 -7.889
O -20.083 -6.501 -8.350
H -23.505 -7.638 -7.688
H -23.188 -6.252 -6.595
H -22.530 -6.232 -8.153
H -19.820 -7.264 -5.431
H -20.692 -5.886 -5.666
H -21.339 -7.086 -4.585
H -21.173 -9.407 -5.527
H -22.836 -9.001 -5.933
H -22.140 -11.173 -6.906
H -23.082 -10.101 -7.845
H -21.239 -10.849 -9.293
H -20.028 -10.540 -8.038
H -18.307 -8.734 -9.194
H -19.164 -8.126 -10.500
H -19.120 -9.782 -10.394
H -21.538 -9.116 -10.814
H -21.683 -7.320 -10.319
H -22.711 -8.633 -9.875
H -20.783 -6.291 -8.986
C -16.473 -18.255 -14.124
O -16.986 -17.385 -13.130
C -17.011 -16.013 -13.455
C -18.042 -15.275 -12.618
N -17.857 -13.833 -12.491
C -17.621 -13.226 -11.189
C -17.725 -11.720 -11.216
O -16.814 -11.090 -12.138
C -17.027 -9.692 -12.301
H -16.941 -19.219 -13.924
H -15.393 -18.373 -14.231
H -16.819 -18.023 -15.137
H -17.302 -15.917 -14.505
H -16.016 -15.638 -13.196
H -17.924 -15.681 -11.606
H -19.053 -15.618 -12.856
H -17.161 -13.491 -13.138
H -16.596 -13.582 -11.009
H -18.230 -13.656 -10.396
H -17.616 -11.323 -10.205
H -18.745 -11.495 -11.546
H -17.928 -9.484 -12.888
H -16.235 -9.231 -12.890
H -17.116 -9.139 -11.363
C -16.556 -10.627 -7.985
O -15.754 -9.840 -8.821
C -14.848 -8.975 -8.134
C -13.864 -8.310 -9.095
N -12.638 -8.947 -9.524
C -12.903 -10.098 -10.427
C -11.630 -10.399 -11.224
O -11.260 -9.354 -12.108
C -12.228 -8.895 -13.026
H -16.947 -11.408 -8.630
H -17.329 -9.982 -7.552
H -16.018 -11.034 -7.122
H -14.415 -9.478 -7.265
H -15.480 -8.171 -7.741
H -13.639 -7.368 -8.580
H -14.432 -7.816 -9.897
H -12.040 -8.299 -10.023
H -13.824 -9.955 -11.004
H -13.249 -10.837 -9.699
H -11.776 -11.355 -11.732
H -10.801 -10.299 -10.524
H -12.990 -9.675 -13.088
H -11.770 -8.712 -13.999
H -12.705 -7.952 -12.744
C -20.923 -1.778 -8.539
O -21.458 -2.746 -9.378
C -22.830 -2.635 -9.729
C -23.290 -3.961 -10.254
N -22.481 -4.401 -11.405
C -22.940 -5.626 -12.103
C -21.718 -6.313 -12.726
O -20.756 -6.497 -11.692
C -19.635 -7.349 -11.992
H -19.953 -2.113 -8.166
H -21.514 -1.570 -7.644
H -20.723 -0.893 -9.153
H -22.885 -1.806 -10.444
H -23.502 -2.234 -8.962
H -24.299 -3.867 -10.669
H -23.385 -4.778 -9.533
H -21.499 -4.461 -11.180
H -23.668 -5.435 -12.893
H -23.377 -6.341 -11.399
H -21.146 -5.665 -13.401
H -22.052 -7.122 -13.384
H -20.121 -8.310 -12.182
H -18.924 -7.326 -11.190
H -19.202 -7.176 -12.984
C -25.627 -17.576 -4.538
O -26.369 -16.826 -3.530
C -25.657 -16.281 -2.459
C -24.511 -15.306 -2.810
N -25.015 -14.274 -3.700
C -23.992 -13.333 -4.131
C -22.668 -13.891 -4.742
O -21.857 -14.383 -3.704
C -21.063 -15.484 -4.211
H -26.340 -17.713 -5.346
H -25.319 -18.509 -4.066
H -24.781 -16.985 -4.890
H -25.347 -17.107 -1.803
H -26.295 -15.790 -1.718
H -23.788 -15.956 -3.317
H -24.016 -14.875 -1.941
H -25.409 -14.734 -4.513
H -23.813 -12.720 -3.243
H -24.280 -12.593 -4.882
H -22.096 -13.130 -5.284
H -22.923 -14.628 -5.513
H -20.590 -15.373 -5.186
H -21.766 -16.322 -4.153
H -20.341 -15.751 -3.438
C -16.597 -5.272 -6.965
O -16.328 -3.944 -7.364
C -16.228 -3.656 -8.737
C -14.913 -4.157 -9.397
N -14.914 -3.961 -10.821
C -13.593 -3.698 -11.315
C -13.700 -3.223 -12.781
O -14.761 -2.288 -12.931
C -15.073 -1.821 -14.207
H -15.855 -6.009 -7.284
H -17.443 -5.566 -7.604
H -16.936 -5.347 -5.937
H -16.341 -2.574 -8.815
H -17.149 -4.076 -9.164
H -14.734 -5.177 -9.051
H -14.155 -3.503 -8.947
H -15.638 -3.329 -11.124
H -12.916 -4.547 -11.228
H -13.225 -2.815 -10.774
H -13.706 -4.141 -13.379
H -12.726 -2.789 -13.032
H -15.140 -2.719 -14.829
H -14.195 -1.263 -14.556
H -15.943 -1.174 -14.141
C -19.076 -13.165 -7.144
O -20.117 -14.088 -7.519
C -19.811 -14.918 -8.647
C -20.713 -16.122 -8.518
N -19.981 -17.368 -8.667
C -19.527 -17.426 -10.046
C -18.755 -18.694 -10.443
O -19.538 -19.800 -9.923
C -18.832 -21.034 -9.988
H -19.001 -12.397 -7.914
H -18.166 -13.742 -6.968
H -19.436 -12.758 -6.201
H -18.756 -15.206 -8.625
H -20.010 -14.294 -9.524
H -21.471 -16.090 -9.312
H -21.233 -16.034 -7.566
H -20.486 -18.174 -8.334
H -18.878 -16.592 -10.305
H -20.335 -17.432 -10.791
H -17.841 -18.703 -9.839
H -18.555 -18.842 -11.503
H -18.680 -21.428 -10.995
H -19.318 -21.671 -9.253
H -17.826 -20.779 -9.634
C -25.972 -6.967 -11.238
O -25.486 -8.066 -10.432
C -26.444 -9.031 -10.099
C -26.308 -10.358 -10.883
N -24.999 -10.878 -10.423
C -24.484 -11.995 -11.201
C -22.985 -11.789 -11.486
O -22.441 -12.870 -12.316
C -22.651 -14.174 -11.859
H -25.256 -6.197 -11.526
H -26.738 -6.414 -10.694
H -26.246 -7.442 -12.182
H -27.464 -8.648 -10.218
H -26.432 -9.289 -9.038
H -26.505 -10.157 -11.943
H -27.065 -11.093 -10.599
H -24.448 -10.030 -10.508
H -25.049 -12.054 -12.138
H -24.638 -12.979 -10.756
H -22.397 -11.931 -10.576
H -22.679 -10.906 -12.044
H -21.969 -14.686 -12.547
H -23.566 -14.654 -12.232
H -22.560 -14.300 -10.779
```

Atomic partial charges in e from the Löwdin method, atoms 1 to 5: atom 1 (C): -0.01, atom 2 (C): -0.45, atom 3 (C): -0.04, atom 4 (C): -0.11, atom 5 (C): -0.14

---

B:
Density functional theory data (ωB97M-V with the def2-TZVPD basis set) for a cluster of 8 separate species, C51H124N8O15 in total.

Gap between HOMO and LUMO, eV: 8.6313
Structure (SMILES): CC1(C)CCCC(C)(C)N1O.COCCNCCOC.COCCNCCOC.COCCNCCOC.COCCNCCOC.COCCNCCOC.COCCNCCOC.COCCNCCOC

XYZ file:
```
198
C51H124N8O15 | the Open Molecules 2025 dataset | ωB97M-V with the def2-TZVPD basis set
C 8.608 12.169 -5.732
C 8.069 12.355 -7.161
C 6.918 13.389 -7.101
C 9.079 13.058 -8.041
C 10.207 12.120 -8.503
C 9.519 11.036 -9.294
C 8.505 10.192 -8.539
C 7.638 9.480 -9.543
C 9.231 9.208 -7.618
N 7.584 11.127 -7.797
O 6.640 10.477 -6.992
H 9.404 12.834 -5.379
H 7.852 12.244 -4.947
H 9.075 11.198 -5.543
H 6.669 13.764 -8.095
H 5.985 12.976 -6.701
H 7.046 14.293 -6.499
H 8.669 13.510 -8.948
H 9.438 13.934 -7.490
H 10.898 12.712 -9.099
H 10.564 11.594 -7.615
H 10.433 10.438 -9.466
H 9.365 11.306 -10.343
H 6.919 10.123 -10.059
H 6.995 8.714 -9.101
H 8.293 9.064 -10.309
H 8.536 8.639 -6.993
H 9.830 9.745 -6.881
H 9.827 8.471 -8.156
H 5.919 10.257 -7.593
C 8.038 14.182 -2.019
O 9.009 13.548 -1.221
C 8.604 13.068 0.026
C 9.816 12.511 0.776
N 10.364 11.261 0.251
C 9.417 10.145 0.340
C 10.060 8.916 0.968
O 10.585 8.107 -0.091
C 11.362 7.030 0.402
H 8.527 14.376 -2.975
H 7.767 15.158 -1.611
H 7.200 13.528 -2.272
H 7.791 12.332 0.003
H 8.266 13.977 0.554
H 9.585 12.321 1.830
H 10.605 13.253 0.929
H 10.806 11.466 -0.632
H 8.971 9.969 -0.642
H 8.523 10.302 0.949
H 9.332 8.407 1.611
H 10.886 9.136 1.649
H 10.902 6.545 1.267
H 12.347 7.411 0.693
H 11.533 6.285 -0.373
C -1.563 13.606 -2.371
O -0.369 13.320 -1.692
C -0.249 11.991 -1.257
C 1.236 11.686 -1.055
N 2.087 12.035 -2.220
C 1.512 11.628 -3.537
C 2.537 11.690 -4.688
O 2.814 12.984 -5.165
C 3.493 13.882 -4.263
H -1.607 14.676 -2.563
H -2.438 13.211 -1.846
H -1.554 13.135 -3.365
H -0.585 11.263 -2.008
H -0.883 11.840 -0.376
H 1.396 10.640 -0.793
H 1.593 12.308 -0.232
H 2.023 13.045 -2.279
H 0.672 12.280 -3.790
H 1.078 10.650 -3.313
H 2.075 11.223 -5.561
H 3.424 11.117 -4.396
H 3.645 13.631 -3.216
H 2.901 14.790 -4.361
H 4.514 14.035 -4.619
C 12.718 11.532 -5.300
O 14.039 11.122 -5.175
C 14.650 11.701 -4.009
C 15.992 10.983 -3.853
N 16.889 11.407 -4.925
C 17.957 10.459 -5.171
C 18.136 10.061 -6.643
O 17.354 10.805 -7.575
C 17.767 12.076 -7.961
H 12.019 11.025 -4.625
H 12.355 11.531 -6.332
H 12.601 12.614 -5.106
H 14.142 11.583 -3.047
H 14.771 12.765 -4.217
H 15.900 9.898 -3.755
H 16.362 11.327 -2.879
H 16.406 11.541 -5.806
H 17.988 9.583 -4.513
H 18.906 10.926 -4.862
H 17.941 9.007 -6.832
H 19.183 10.160 -6.945
H 17.078 12.579 -8.647
H 18.639 12.039 -8.630
H 17.950 12.820 -7.181
C 11.593 6.715 -10.140
O 11.531 8.058 -10.515
C 10.706 8.413 -11.600
C 11.464 8.206 -12.943
N 12.855 8.611 -12.923
C 12.940 10.075 -12.878
C 14.282 10.614 -12.361
O 14.759 9.949 -11.230
C 14.269 10.495 -9.997
H 12.376 6.672 -9.376
H 11.916 6.058 -10.954
H 10.672 6.407 -9.628
H 10.460 9.469 -11.494
H 9.755 7.870 -11.596
H 10.838 8.577 -13.761
H 11.352 7.135 -13.162
H 13.239 8.172 -12.097
H 12.314 10.312 -12.000
H 12.507 10.619 -13.712
H 14.104 11.677 -12.144
H 15.007 10.652 -13.178
H 13.180 10.525 -9.998
H 14.641 11.529 -9.998
H 14.780 10.033 -9.157
C 10.173 21.429 -0.276
O 10.908 20.610 -1.177
C 11.269 21.318 -2.361
C 11.857 20.281 -3.305
N 11.538 20.676 -4.681
C 12.139 19.808 -5.696
C 11.746 18.328 -5.535
O 10.344 18.154 -5.732
C 9.882 16.927 -5.185
H 9.390 20.798 0.164
H 9.540 22.092 -0.873
H 10.676 21.869 0.583
H 11.945 22.149 -2.151
H 10.317 21.682 -2.770
H 11.551 19.261 -3.055
H 12.952 20.267 -3.376
H 10.529 20.573 -4.769
H 13.222 19.890 -5.565
H 12.002 20.153 -6.718
H 12.071 17.779 -4.645
H 12.218 17.717 -6.319
H 10.166 16.910 -4.130
H 10.288 16.066 -5.723
H 8.803 16.909 -5.317
C 8.944 6.702 -4.592
O 9.762 5.649 -4.132
C 9.542 5.255 -2.791
C 10.518 4.194 -2.319
N 10.402 2.949 -3.117
C 11.546 2.029 -2.962
C 11.957 1.737 -1.515
O 13.137 2.415 -1.177
C 13.656 2.012 0.068
H 7.914 6.390 -4.807
H 9.404 6.953 -5.546
H 8.844 7.533 -3.889
H 8.547 4.813 -2.673
H 9.709 6.125 -2.150
H 10.491 3.896 -1.274
H 11.512 4.645 -2.468
H 10.552 3.252 -4.079
H 12.477 2.241 -3.509
H 11.177 1.194 -3.570
H 11.994 0.661 -1.300
H 11.144 2.009 -0.826
H 14.414 2.720 0.410
H 14.168 1.058 -0.081
H 12.914 2.032 0.872
C 12.833 15.994 -14.056
O 11.890 14.933 -13.941
C 10.633 15.405 -13.430
C 9.860 14.190 -12.899
N 9.283 13.546 -14.097
C 8.922 12.131 -13.784
C 9.341 11.214 -14.945
O 10.701 11.445 -15.224
C 11.261 10.777 -16.338
H 13.240 16.308 -13.096
H 12.401 16.824 -14.621
H 13.604 15.602 -14.718
H 10.213 15.872 -14.323
H 10.785 16.096 -12.595
H 8.962 14.300 -12.287
H 10.583 13.540 -12.389
H 10.047 13.409 -14.756
H 7.860 12.005 -13.584
H 9.535 11.733 -12.966
H 8.759 11.413 -15.854
H 9.104 10.174 -14.689
H 12.310 11.086 -16.399
H 10.864 10.999 -17.329
H 11.428 9.714 -16.139
```

Atomic partial charges in e from the Löwdin method, atoms 1 to 5: atom 1 (C): -0.02, atom 2 (C): -0.50, atom 3 (C): -0.04, atom 4 (C): -0.16, atom 5 (C): -0.16

---

C:
Density functional theory data (ωB97M-V with the def2-TZVPD basis set) for a cluster of 8 separate species, C51H124N8O15 in total.

Gap between HOMO and LUMO, eV: 8.7772
Structure (SMILES): CC1(C)CCCC(C)(C)N1O.COCCNCCOC.COCCNCCOC.COCCNCCOC.COCCNCCOC.COCCNCCOC.COCCNCCOC.COCCNCCOC

XYZ file:
```
198
C51H124N8O15 | the Open Molecules 2025 dataset | ωB97M-V with the def2-TZVPD basis set
C -0.408 -1.634 4.174
C -0.901 -1.244 5.607
C -2.005 -2.218 6.040
C 0.397 -1.436 6.383
C 0.311 -0.925 7.824
C -0.002 0.574 7.792
C -1.226 0.915 6.927
C -2.481 0.553 7.712
C -1.189 2.410 6.610
N -1.123 0.194 5.647
O -2.183 0.554 4.766
H 0.424 -1.041 3.793
H -0.263 -2.697 3.996
H -1.192 -1.317 3.468
H -2.849 -2.093 5.361
H -1.568 -3.189 5.797
H -2.239 -2.127 7.095
H 0.722 -2.483 6.456
H 1.324 -1.002 5.999
H -0.352 -1.573 8.401
H 1.265 -0.914 8.362
H 0.859 1.223 7.630
H -0.183 0.714 8.868
H -3.291 0.145 7.112
H -2.802 1.360 8.376
H -2.256 -0.192 8.485
H -0.259 2.654 6.076
H -1.093 3.023 7.508
H -1.922 2.805 5.907
H -1.694 0.815 3.977
C -0.976 3.301 2.495
O -0.325 2.699 1.386
C -0.355 1.285 1.389
C 0.312 0.829 0.117
N -0.011 -0.560 -0.127
C 0.359 -1.035 -1.482
C -0.111 -2.479 -1.606
O 0.455 -3.007 -2.785
C 0.328 -4.418 -2.886
H -2.054 3.254 2.320
H -0.576 4.300 2.629
H -0.804 2.702 3.398
H -1.379 0.893 1.342
H -0.013 0.961 2.380
H 1.370 1.096 0.135
H -0.136 1.461 -0.669
H -1.002 -0.730 -0.073
H 1.435 -1.020 -1.639
H -0.186 -0.320 -2.108
H -1.196 -2.656 -1.680
H 0.169 -3.071 -0.725
H 0.764 -4.800 -3.805
H -0.747 -4.594 -3.018
H 0.693 -4.930 -1.996
C -1.406 10.740 4.371
O -2.403 9.843 3.918
C -3.554 10.486 3.406
C -3.356 10.886 1.932
N -2.918 9.734 1.131
C -3.939 8.749 0.891
C -3.583 7.686 -0.104
O -2.358 7.063 0.229
C -2.234 5.698 -0.126
H -1.839 11.578 4.924
H -0.763 11.085 3.558
H -0.793 10.206 5.098
H -3.942 11.318 4.003
H -4.316 9.707 3.445
H -2.488 11.552 1.882
H -4.191 11.403 1.466
H -2.106 9.289 1.533
H -4.887 9.209 0.600
H -4.160 8.223 1.838
H -3.467 8.119 -1.113
H -4.399 6.995 -0.347
H -2.842 5.035 0.498
H -1.234 5.443 0.230
H -2.326 5.532 -1.197
C -5.345 -2.332 3.903
O -4.781 -1.287 3.151
C -5.617 -0.169 3.065
C -4.789 1.101 2.827
N -3.768 0.925 1.790
C -4.249 1.066 0.440
C -3.152 0.854 -0.617
O -3.833 0.833 -1.859
C -2.854 0.827 -2.923
H -5.596 -2.090 4.942
H -4.691 -3.195 4.027
H -6.250 -2.677 3.394
H -6.231 -0.023 3.965
H -6.401 -0.246 2.294
H -4.292 1.402 3.748
H -5.564 1.817 2.544
H -3.318 0.054 2.051
H -4.651 2.070 0.283
H -5.103 0.416 0.197
H -2.634 -0.094 -0.476
H -2.503 1.721 -0.456
H -2.315 -0.117 -2.796
H -2.236 1.721 -2.900
H -3.422 0.666 -3.837
C -7.740 -6.434 -9.229
O -6.774 -6.176 -8.223
C -5.580 -6.998 -8.402
C -4.705 -6.543 -7.250
N -3.994 -5.323 -7.674
C -3.228 -4.694 -6.637
C -2.812 -3.235 -6.926
O -2.070 -2.831 -5.789
C -0.836 -2.238 -6.068
H -7.369 -7.104 -10.004
H -8.257 -5.549 -9.603
H -8.581 -6.984 -8.775
H -5.171 -6.845 -9.399
H -5.919 -8.032 -8.285
H -4.053 -7.356 -6.918
H -5.300 -6.318 -6.362
H -4.676 -4.692 -8.079
H -2.318 -5.301 -6.531
H -3.654 -4.715 -5.620
H -3.675 -2.585 -7.076
H -2.215 -3.308 -7.837
H -0.752 -1.142 -6.061
H -0.301 -2.552 -6.970
H -0.160 -2.458 -5.233
C 1.918 -0.080 -5.413
O 1.116 1.110 -5.538
C 2.000 2.245 -5.544
C 2.329 2.707 -4.153
N 1.171 3.266 -3.490
C 1.430 3.768 -2.124
C 2.621 4.679 -2.000
O 2.462 5.465 -0.840
C 3.420 6.511 -0.736
H 1.389 -1.028 -5.445
H 2.320 -0.007 -4.399
H 2.716 -0.090 -6.156
H 1.381 3.037 -5.979
H 2.786 2.133 -6.292
H 3.001 3.569 -4.230
H 2.920 1.965 -3.592
H 0.385 2.641 -3.364
H 1.497 2.852 -1.520
H 0.571 4.359 -1.796
H 2.660 5.338 -2.875
H 3.513 4.039 -1.994
H 2.937 7.246 -0.093
H 3.723 6.937 -1.692
H 4.291 6.156 -0.177
C 2.179 4.245 3.351
O 3.344 3.776 3.971
C 3.985 4.792 4.711
C 4.966 5.569 3.781
N 6.352 5.095 3.763
C 7.124 5.245 4.968
C 7.792 3.920 5.352
O 8.628 3.487 4.303
C 9.359 2.343 4.680
H 1.411 4.539 4.081
H 1.760 3.468 2.713
H 2.271 5.149 2.733
H 4.535 4.353 5.543
H 3.359 5.578 5.150
H 5.021 6.606 4.142
H 4.654 5.758 2.753
H 6.378 4.198 3.302
H 6.541 5.525 5.850
H 7.940 5.954 4.790
H 6.978 3.249 5.659
H 8.289 4.063 6.320
H 9.752 2.284 5.699
H 10.308 2.323 4.129
H 8.836 1.436 4.374
C 0.919 -8.734 -3.206
O 1.921 -9.549 -2.639
C 3.212 -9.296 -3.136
C 3.782 -10.552 -3.796
N 5.102 -10.260 -4.368
C 5.983 -11.427 -4.359
C 5.492 -12.525 -5.292
O 6.354 -13.651 -5.307
C 7.716 -13.449 -5.578
H -0.022 -9.246 -3.011
H 1.019 -8.500 -4.269
H 0.882 -7.757 -2.707
H 3.911 -8.918 -2.376
H 3.256 -8.460 -3.846
H 3.052 -10.801 -4.567
H 3.842 -11.339 -3.038
H 5.517 -9.524 -3.810
H 6.030 -11.834 -3.338
H 6.949 -11.037 -4.678
H 5.392 -12.146 -6.319
H 4.507 -12.935 -5.071
H 8.129 -14.456 -5.583
H 8.171 -12.780 -4.842
H 7.973 -13.016 -6.556
```

Atomic partial charges in e from the Löwdin method, atoms 1 to 5: atom 1 (C): -0.03, atom 2 (C): -0.50, atom 3 (C): 0.00, atom 4 (C): -0.16, atom 5 (C): -0.18

---

Top of the stability list: C, leading by 0.807 eV.